1.
Entry from the OMol25 dataset: C7H14OSi in the gas phase in a non-equilibrium geometry (ωB97M-V/def2-TZVPD).

Values from the calculation:
Molar mass in g/mol: 142.274
E_LUMO in eV: 0.818
SMILES: C=C1C[Si](C)(C)O[C@H]1C
Total charge: 0
Orbital gap in eV: 9.84

Last column: natural (NBO) charge in e.
Element x y z (Å)
C  -1.37718  -0.73229  -0.26199  -0.0213
C  -2.38967  -1.54137  0.00816  -0.4052
C  -0.12459  -0.95359  -1.02970  -0.8592
C  -1.32492  0.45688  0.61449  0.0782
C  -2.27793  1.59915  0.21576  -0.6320
C  2.06027  -0.97477  1.40253  -1.1679
C  2.49889  1.11878  -0.65144  -1.1571
O  0.07921  0.97579  0.72532  -0.9120
Si  1.16231  0.01540  0.06782  1.8898
H  -3.21088  -1.27848  0.75759  0.2017
H  -2.57258  -2.41056  -0.62353  0.1972
H  0.05770  -1.90244  -1.37211  0.2399
H  -0.17077  -0.25722  -1.85045  0.2338
H  -1.60688  0.17333  1.69483  0.1943
H  -1.70030  2.39009  0.43954  0.2276
H  -3.24454  1.86706  0.74162  0.2199
H  -2.44048  1.61483  -0.79549  0.2028
H  2.26248  -2.12894  1.28427  0.2455
H  3.02008  -0.49335  1.47616  0.2282
H  1.65594  -0.95667  2.47398  0.2539
H  2.65551  0.98346  -1.73550  0.2425
H  2.39631  2.25310  -0.51003  0.2636
H  3.50940  0.75495  -0.12397  0.2359

=====

2.
Entry from the OMol25 dataset: C37H85AlNO8 as an isolated structure (ωB97M-V/def2-TZVPD).

Values from the calculation:
Molar mass in g/mol: 699.068
E_LUMO in eV: 2.132
Total charge: -1
Orbital gap in eV: 6.97

Last column: Mulliken charge in e.
Element x y z (Å)
C  12.94475  0.25921  1.06070  -1.0298
C  13.39268  0.64900  -0.34912  -0.6383
C  12.23273  0.76979  -1.33319  -0.7924
C  11.28282  1.94414  -1.03464  -0.4503
C  9.82269  1.53915  -0.79547  -0.7972
C  8.81119  2.67947  -0.95832  -0.5746
C  8.45081  3.39372  0.34506  -0.7300
C  7.24071  4.31732  0.20281  -0.6769
C  5.90580  3.59059  0.30180  -0.5825
C  4.69889  4.52387  0.28458  -0.6404
C  3.39210  3.81124  -0.04818  -0.7603
C  2.13877  4.67982  0.14783  -0.1831
C  0.93439  3.95109  0.77855  0.2819
C  -0.38607  4.08442  -0.01003  -0.7376
C  -0.91159  2.77795  -0.62905  0.2516
C  -2.14360  2.21869  0.07444  -0.9105
C  -2.61900  0.84354  -0.42520  -0.3893
C  -1.58457  -0.27287  -0.54369  -0.5813
Al  -2.30454  -1.93507  -1.43081  0.2229
C  -3.81308  -2.71886  -0.24538  -0.9285
C  -5.12031  -2.58306  -0.90027  0.6716
C  -5.76431  -1.21362  -0.80141  -1.3554
N  -5.64823  -3.53379  -1.58856  -0.7666
H  12.09640  -0.42826  1.02486  0.2688
H  13.73957  -0.23739  1.61801  0.3431
H  12.63449  1.12341  1.64956  0.2780
H  13.91722  1.60939  -0.30593  0.3036
H  14.11933  -0.07578  -0.72339  0.3844
H  11.66788  -0.16797  -1.31071  0.3656
H  12.62607  0.86027  -2.34794  0.3280
H  11.65459  2.47443  -0.15167  0.2393
H  11.31214  2.67186  -1.84948  0.4500
H  9.57460  0.71081  -1.46404  0.4430
H  9.73435  1.13439  0.21820  0.2876
H  9.21393  3.42308  -1.65376  0.3363
H  7.89839  2.29926  -1.42463  0.3198
H  8.24780  2.63941  1.11259  0.3872
H  9.31770  3.95987  0.69928  0.3220
H  7.28007  5.10922  0.95749  0.3459
H  7.29811  4.82607  -0.76685  0.3175
H  5.88906  2.99970  1.22427  0.2513
H  5.81255  2.87093  -0.51914  0.3052
H  4.87707  5.33128  -0.43550  0.2297
H  4.59673  5.01194  1.26058  0.3319
H  3.31608  2.90950  0.56852  0.3489
H  3.45047  3.45469  -1.08125  0.3574
H  1.81844  5.08653  -0.81290  -0.0394
H  2.42019  5.54705  0.75338  0.5352
H  1.17662  2.89000  0.87937  0.5953
H  0.79240  4.31307  1.79813  -1.0603
H  -0.24955  4.82517  -0.80240  0.2795
H  -1.15822  4.49778  0.64606  0.5991
H  -1.15378  2.93559  -1.68633  -0.2218
H  -0.13304  2.01313  -0.61510  0.1445
H  -2.95983  2.94283  -0.04469  0.3024
H  -1.93769  2.17036  1.15259  0.2479
H  -3.12393  0.98727  -1.38987  0.2420
H  -3.40481  0.51254  0.26393  0.1422
H  -0.73145  0.04301  -1.15745  0.0611
H  -1.17375  -0.50625  0.44917  0.3351
H  -2.94891  -1.49068  -2.86323  -0.3141
H  -1.11802  -3.04592  -1.58705  -0.3893
H  -3.79214  -2.19035  0.71247  0.3893
H  -3.55832  -3.77025  -0.10043  0.4233
H  -6.82965  -1.26113  -1.03728  0.4297
H  -5.63644  -0.77427  0.18880  0.2685
H  -5.27926  -0.54188  -1.51480  0.3672
H  -6.52079  -3.21071  -2.00841  0.2539
C  -1.25913  4.16256  -5.08110  -0.3122
O  -0.41285  5.12042  -5.69605  -0.3831
C  -0.30514  6.33156  -4.97481  -0.5850
C  0.96688  6.39340  -4.15484  -0.5890
O  0.97452  5.41355  -3.13630  -0.2050
C  1.76702  4.27858  -3.42896  -0.7983
H  -1.17195  3.24283  -5.65559  0.2492
H  -0.96910  3.96945  -4.04575  -0.0699
H  -2.30297  4.49379  -5.09863  0.3409
H  -1.16815  6.45858  -4.31126  0.3013
H  -0.30644  7.15563  -5.69545  0.4088
H  1.03773  7.37724  -3.67984  0.3441
H  1.83451  6.26953  -4.81300  0.3907
H  2.83558  4.51939  -3.37266  0.2926
H  1.54688  3.87408  -4.41986  0.4985
H  1.53462  3.52722  -2.67506  0.1380
C  1.95559  4.02137  7.46216  -0.6651
O  2.55438  4.80868  6.45278  -0.3860
C  3.05730  4.05142  5.36466  -0.6992
C  2.10775  4.03807  4.18708  -0.1534
O  0.90080  3.36634  4.49113  -0.3940
C  -0.20101  4.22605  4.69856  -0.6425
H  1.50920  4.70709  8.18063  0.2317
H  1.18067  3.36547  7.05793  0.2905
H  2.70243  3.40649  7.97787  0.3185
H  3.25783  3.02105  5.67953  0.3646
H  4.00460  4.50217  5.05429  0.3577
H  2.58406  3.51195  3.35295  0.1719
H  1.90515  5.06512  3.86246  0.3900
H  -0.48598  4.73353  3.77001  0.2703
H  0.01265  4.97941  5.46307  0.3117
H  -1.03323  3.60465  5.02419  0.2147
C  -9.55998  -3.98281  2.72094  -0.6859
O  -9.01075  -3.82215  1.43398  -0.3977
C  -7.68075  -4.32061  1.31553  -0.2435
C  -7.64237  -5.66777  0.63724  -0.3917
O  -8.30193  -6.67152  1.40873  -0.3942
C  -9.60076  -6.96671  0.94952  -0.6938
H  -10.60343  -3.67230  2.66932  0.2541
H  -9.51009  -5.02240  3.05940  0.2770
H  -9.04329  -3.35350  3.45597  0.3223
H  -7.21851  -4.38922  2.30624  0.3544
H  -7.10225  -3.61830  0.71253  0.0138
H  -6.60067  -5.96444  0.49996  0.3679
H  -8.09852  -5.59415  -0.35482  0.3099
H  -9.57018  -7.50029  -0.00927  0.1974
H  -10.20393  -6.06304  0.82439  0.4037
H  -10.07029  -7.61194  1.69223  0.2561
C  -7.03150  -9.96059  0.21578  -0.4297
O  -6.61186  -10.25972  -1.10258  -0.3777
C  -6.71099  -11.62630  -1.44247  -0.5142
C  -7.92112  -11.90199  -2.31085  -0.4822
O  -9.13817  -11.66503  -1.62570  -0.4010
C  -9.71295  -10.40367  -1.90963  -0.6873
H  -7.07212  -8.87677  0.30960  -0.0286
H  -8.02157  -10.37640  0.42428  0.3089
H  -6.32133  -10.35079  0.95329  0.3491
H  -6.75939  -12.24583  -0.53940  0.3117
H  -5.80895  -11.90510  -1.99663  0.3884
H  -7.91115  -12.95177  -2.61933  0.3907
H  -7.86604  -11.28166  -3.21259  0.3054
H  -10.06473  -10.35629  -2.94656  0.3514
H  -9.00497  -9.58865  -1.74190  0.2856
H  -10.56540  -10.28372  -1.24289  0.2384